1:
{"formula": "BH26O11", "method": "ωB97M-V with the def2-TZVPD basis set", "e_homo_ev": -6.9, "total_charge": -1, "orbital_gap_ev": 9.52, "species": ["B", "H", "H", "H", "H", "O", "H", "H", "O", "H", "H", "O", "H", "H", "O", "H", "H", "O", "H", "H", "O", "H", "H", "O", "H", "H", "O", "H", "H", "O", "H", "H", "O", "H", "H", "O", "H", "H"], "xyz": [[0.4893, -0.3122, 0.0575], [1.1713, 0.6998, 0.2945], [-0.6957, 0.0848, -0.2925], [0.8893, -0.9342, -0.9425], [0.4353, -1.0752, 1.0185], [-2.9287, 2.3098, -1.7995], [-2.6517, 3.0668, -1.3385], [-2.1217, 1.8778, -2.2175], [0.6793, -3.7032, -2.0905], [0.1113, -3.3962, -1.3185], [0.8733, -2.9532, -2.5415], [3.2443, -2.2182, 1.7635], [2.2703, -2.1202, 1.7465], [3.4563, -3.0192, 1.3635], [-3.0537, 0.2558, -0.2205], [-2.2077, -0.1602, -0.0545], [-2.9157, 1.1988, -0.6465], [2.8233, 1.2508, 2.4675], [2.1943, 1.0768, 1.7885], [3.4263, 0.5868, 2.3655], [-2.0647, 1.8008, 2.4725], [-1.2177, 1.7348, 2.1455], [-2.3377, 0.9308, 2.4375], [-1.5887, -2.9602, -0.6655], [-2.2247, -3.1022, -1.3395], [-1.4547, -1.9722, -0.7595], [-0.0717, 3.3778, 1.1245], [-0.8337, 3.7198, 0.6435], [0.2163, 2.7158, 0.4965], [3.5453, 0.0258, -1.9565], [4.0193, -0.1892, -1.3755], [2.8763, -0.7272, -1.7565], [0.0783, 1.9738, -2.7175], [0.5783, 1.6408, -2.0265], [0.5973, 2.7278, -3.0405], [-2.1177, -1.1352, 2.5165], [-2.2517, -2.0512, 2.4845], [-1.2377, -1.0272, 1.9125]], "nbo_charge": [-0.684, -0.077, -0.081, -0.063, -0.072, -0.936, 0.472, 0.517, -0.976, 0.501, 0.454, -0.959, 0.496, 0.463, -1.018, 0.467, 0.484, -0.945, 0.483, 0.459, -0.947, 0.465, 0.478, -0.952, 0.471, 0.499, -0.930, 0.457, 0.475, -0.896, 0.418, 0.476, -0.954, 0.489, 0.470, -0.977, 0.466, 0.503]}

2:
{"formula": "BH26O11", "method": "ωB97M-V with the def2-TZVPD basis set", "e_homo_ev": -6.8, "total_charge": -1, "orbital_gap_ev": 9.25, "species": ["B", "H", "H", "H", "H", "O", "H", "H", "O", "H", "H", "O", "H", "H", "O", "H", "H", "O", "H", "H", "O", "H", "H", "O", "H", "H", "O", "H", "H", "O", "H", "H", "O", "H", "H", "O", "H", "H"], "xyz": [[-36.5181, 7.2414, 37.6998], [-35.8080, 6.3369, 37.2792], [-36.6082, 8.3297, 37.0440], [-37.6609, 6.9385, 37.9043], [-35.9608, 7.5434, 38.9031], [-37.5020, 5.1785, 34.8692], [-37.2339, 5.8109, 34.3344], [-37.6914, 5.7312, 35.6551], [-37.4847, 9.8196, 34.5032], [-36.5584, 9.5434, 34.7286], [-37.5970, 9.7239, 33.7256], [-40.0454, 8.7173, 36.9089], [-40.0867, 8.4699, 36.0131], [-39.0993, 8.7003, 36.8970], [-35.5882, 5.5096, 41.0039], [-35.2712, 6.4822, 40.9889], [-36.3604, 5.4158, 40.4055], [-36.9653, 3.4081, 37.1346], [-36.4291, 3.7962, 37.7578], [-37.0321, 3.8674, 36.2995], [-35.2757, 10.3379, 38.8150], [-35.4035, 9.8892, 38.0030], [-35.2703, 9.6043, 39.5312], [-38.7036, 8.2942, 39.6403], [-37.8239, 7.9486, 39.4281], [-39.2020, 7.4722, 39.7705], [-37.7156, 5.1769, 40.2780], [-38.5556, 5.4391, 40.1691], [-37.4994, 5.6762, 39.3772], [-34.6164, 3.8231, 38.8021], [-34.2784, 4.5743, 38.4533], [-34.7436, 4.0036, 39.6759], [-34.4572, 8.2616, 40.7054], [-33.6027, 7.7951, 40.9760], [-34.9474, 8.5106, 41.6250], [-33.5295, 6.4895, 38.3262], [-34.4356, 6.5469, 38.0161], [-33.7533, 7.0269, 39.1466]], "nbo_charge": [-0.751, -0.054, -0.044, -0.053, -0.068, -0.937, 0.454, 0.491, -0.901, 0.479, 0.424, -0.926, 0.446, 0.480, -1.016, 0.468, 0.478, -0.985, 0.487, 0.484, -0.975, 0.478, 0.491, -0.946, 0.496, 0.443, -0.932, 0.468, 0.510, -0.956, 0.476, 0.479, -0.972, 0.495, 0.503, -0.983, 0.504, 0.465]}

1 comes first in stability; the runner-up is 36.7 kcal/mol higher.

1:
{"formula": "C3H6IN2O", "method": "ωB97M-V with the def2-TZVPD basis set", "e_homo_ev": -13.8, "total_charge": 1, "orbital_gap_ev": 8.11, "species": ["C", "C", "C", "N", "N", "O", "I", "H", "H", "H", "H", "H", "H"], "xyz": [[-0.2538, 0.8361, -0.3288], [-2.5634, -0.3981, -2.0578], [0.9791, -0.7949, 0.8250], [-0.0688, -0.4261, -0.0965], [-1.3918, 1.3549, -1.0198], [-2.1815, 0.7788, -2.0135], [-3.8516, -0.8334, -3.6251], [0.2711, 1.7294, 0.0596], [-2.4123, -1.0947, -1.2669], [0.5837, -1.5170, 1.4628], [1.8285, -1.0957, 0.3737], [1.3553, 0.0340, 1.3700], [-1.5962, 2.4159, -1.1342]], "nbo_charge": [0.224, 0.235, -0.424, -0.421, -0.317, -0.228, 0.408, 0.208, 0.247, 0.222, 0.220, 0.186, 0.440]}

2:
{"formula": "C3H6IN2O", "method": "ωB97M-V with the def2-TZVPD basis set", "e_homo_ev": -14.4, "total_charge": 1, "orbital_gap_ev": 8.85, "species": ["C", "C", "C", "N", "N", "O", "I", "H", "H", "H", "H", "H", "H"], "xyz": [[0.9193, 1.0019, 0.3468], [0.7731, -1.1082, 0.1387], [-0.1994, -0.0356, 0.5911], [1.7463, -0.0272, 0.0376], [-1.6588, 0.3624, -0.8505], [0.9892, 2.1779, 0.4141], [-1.2845, -0.1514, 2.3468], [0.9942, -1.8707, 0.8927], [0.5600, -1.5923, -0.8178], [2.7570, -0.0602, 0.0471], [-1.9828, 1.2965, -0.6232], [-2.3946, -0.3319, -0.7576], [-1.2189, 0.3387, -1.7657]], "nbo_charge": [0.576, -0.307, 0.004, -0.568, -0.820, -0.489, 0.414, 0.241, 0.229, 0.444, 0.430, 0.424, 0.421]}

2 comes first in stability; the runner-up is 67.9 kcal/mol higher.

1:
{"formula": "C2H7OS", "method": "ωB97M-V with the def2-TZVPD basis set", "e_homo_ev": -2.5, "total_charge": -1, "orbital_gap_ev": 6.12, "species": ["C", "O", "H", "H", "H", "C", "S", "H", "H", "H", "H"], "xyz": [[-0.0966, -2.0278, 0.6462], [-0.1096, -0.7882, 1.2213], [0.2059, -2.7920, 1.3898], [-1.0481, -2.3485, 0.1747], [0.6338, -2.0932, -0.2038], [0.4048, 1.3787, -0.3234], [-0.7984, 1.7816, -1.6129], [0.1707, 0.3449, 0.2478], [1.4171, 1.3827, -0.7358], [0.3745, 2.1410, 0.4565], [-1.1542, 3.0208, -1.2606]], "nbo_charge": [-0.208, -0.941, 0.103, 0.092, 0.082, -0.833, -0.114, 0.359, 0.176, 0.197, 0.088]}

2:
{"formula": "C2H7OS", "method": "ωB97M-V with the def2-TZVPD basis set", "e_homo_ev": -2.4, "total_charge": -1, "orbital_gap_ev": 6.67, "species": ["C", "C", "S", "H", "H", "H", "H", "H", "H", "H", "O"], "xyz": [[-1.8371, 0.6344, 0.3710], [-0.3706, 0.3885, 0.5162], [0.2477, -1.2983, 0.4058], [-2.0469, 1.7069, 0.5717], [-2.5492, 0.1334, 1.1390], [-2.3498, 0.2774, -0.5562], [-0.1793, 0.6122, 1.5979], [0.2496, 0.9841, -0.1531], [2.5240, -0.6988, -0.7921], [3.0964, -1.8364, -1.6442], [3.2152, -0.9033, -1.4561]], "nbo_charge": [-0.611, -0.552, -0.733, 0.175, 0.187, 0.192, 0.180, 0.185, 0.506, 0.462, -0.990]}

2 comes first in stability; the runner-up is 38.8 kcal/mol higher.

1:
{"formula": "C4H12N4O", "method": "ωB97M-V with the def2-TZVPD basis set", "e_homo_ev": -8.6, "orbital_gap_ev": 9.57, "species": ["C", "C", "N", "N", "C", "C", "N", "N", "O", "H", "H", "H", "H", "H", "H", "H", "H", "H", "H", "H", "H"], "xyz": [[1.9391, -1.3645, -0.4509], [0.7315, -0.9868, 0.3861], [0.5324, 0.4357, 0.7060], [1.5749, 1.3352, 0.4476], [-0.7111, 0.4407, -0.1008], [-1.9289, 0.8551, 0.7108], [-0.6140, 1.2121, -1.3096], [-0.5328, -1.0135, -0.3608], [-1.5129, -1.8947, 0.0790], [1.9256, -0.8317, -1.3974], [1.9210, -2.4323, -0.6484], [2.8438, -1.1040, 0.0908], [0.7051, -1.5932, 1.3063], [1.5906, 1.6210, -0.5326], [1.4159, 2.1631, 1.0154], [-2.8321, 0.4561, 0.2528], [-1.8414, 0.4875, 1.7304], [-1.9826, 1.9396, 0.7351], [-0.0569, 0.7094, -1.9927], [-1.5303, 1.3714, -1.7085], [-1.6368, -1.8062, 1.0413]], "nbo_charge": [-0.629, 0.093, -0.311, -0.659, 0.371, -0.648, -0.854, -0.177, -0.555, 0.201, 0.222, 0.226, 0.165, 0.342, 0.358, 0.221, 0.220, 0.229, 0.370, 0.373, 0.439]}

2:
{"formula": "C4H12N4O", "method": "ωB97M-V with the def2-TZVPD basis set", "e_homo_ev": -8.5, "orbital_gap_ev": 8.97, "species": ["C", "C", "C", "N", "C", "N", "O", "N", "N", "H", "H", "H", "H", "H", "H", "H", "H", "H", "H", "H", "H"], "xyz": [[-0.0669, 1.5863, -1.1616], [0.0720, 0.1097, -0.7592], [-0.2006, -0.7494, -2.0057], [-0.8962, -0.2676, 0.2620], [-0.7006, 0.1776, 1.4528], [-1.4484, -0.2485, 2.4994], [0.0486, 1.2426, 1.7981], [1.4645, -0.1332, -0.2249], [1.7188, -1.5064, 0.1841], [0.5625, 1.8229, -2.0272], [-1.1053, 1.8118, -1.4305], [0.2202, 2.2807, -0.3673], [-0.1861, -1.8207, -1.7779], [-1.1983, -0.5328, -2.4061], [0.5310, -0.5521, -2.7970], [-1.9842, -1.0731, 2.2475], [-0.9310, -0.3803, 3.3589], [-0.3071, 1.6472, 2.6014], [1.7238, 0.5675, 0.4753], [0.9142, -1.8630, 0.7104], [1.7689, -2.1192, -0.6326]], "nbo_charge": [-0.632, 0.231, -0.613, -0.587, 0.701, -0.838, -0.705, -0.502, -0.662, 0.216, 0.215, 0.218, 0.208, 0.217, 0.213, 0.402, 0.380, 0.496, 0.370, 0.324, 0.346]}

2 comes first in stability; the runner-up is 43.6 kcal/mol higher.